## one
Below is C3H4N2OS in the gas phase, with properties calculated with wB97M-V/def2-TZVPD.

```
! wB97M-V def2-TZVPD RIJCOSX def2/J DEFGRID3
* xyz 0 1
C -1.51222 0.19299 0.52797
C -0.24434 0.59660 -0.17404
S 0.42555 1.96617 -0.86979
N 1.87919 1.18105 -1.18520
N 1.90661 -0.04286 -0.88481
C 0.80241 -0.36399 -0.16268
O 0.56942 -1.65395 0.18684
H -2.02965 1.08196 0.93970
H -2.12519 -0.43719 -0.07055
H -1.16903 -0.44205 1.31722
H 1.49726 -2.07873 0.37533
*
```

**Structure (SMILES)**: Cc1snnc1O
**Orbital gap**: 9.49 eV

Results of the Mulliken charge analysis, in e, for atoms 1 through 5:
1. C -0.950
2. C 0.497
3. S 0.056
4. N -0.259
5. N -0.339

***

## two
Below is 2 unconnected molecules or ions with the total composition C3H4N2OS, with properties calculated with wB97M-V/def2-TZVPD.

```
! wB97M-V def2-TZVPD RIJCOSX def2/J DEFGRID3
* xyz 0 1
C 1.57522 0.59697 1.30300
C -0.83481 0.18878 -0.43191
C -2.23594 0.51755 -0.68981
H 2.29660 0.32551 0.48942
H 2.26720 1.52112 1.71077
H 1.62199 -0.20447 2.10942
H -0.11272 -2.40733 -2.12173
N -0.30512 -0.92862 -0.80355
N -3.28283 1.05417 -0.94014
O -1.03259 -1.90891 -1.30405
S 0.04301 1.24524 0.67858
*
```

**Orbital gap**: 8.55 eV

Results of the Mulliken charge analysis, in e, for atoms 1 through 5:
1. C -0.780
2. C 0.576
3. C 0.093
4. H 0.288
5. H 0.281

***

Most favorable structure: one. The second most favorable one is 3.745 eV above it.

***

## one
Below is a molecular structure, C17H40CuN4O6, with properties calculated with wB97M-V/def2-TZVPD.

```
! wB97M-V def2-TZVPD RIJCOSX def2/J DEFGRID3
* xyz 0 2
Cu -0.57447 -0.50609 -0.48344
C -3.19500 -3.69217 -0.70331
C -2.44953 -2.79958 -1.68791
C -3.06121 -2.85541 -3.08194
O -2.23013 -1.55472 -1.13511
H -4.24994 -3.40594 -0.73179
H -2.83723 -3.57564 0.32051
H -3.07972 -4.76353 -0.89078
H -1.42693 -3.18350 -1.86730
H -2.40180 -2.40169 -3.83121
H -3.98698 -2.28271 -3.17551
H -3.10495 -3.90234 -3.38620
C -1.74802 1.95184 3.21164
C -1.90758 0.63891 2.45117
C -3.33467 0.34142 1.99009
O -0.96745 0.49274 1.45490
H -0.68244 2.05531 3.44881
H -2.27528 1.90227 4.16910
H -2.02014 2.87295 2.68936
H -1.77002 -0.14215 3.23732
H -3.44573 -0.68017 1.61691
H -3.59608 0.92314 1.09646
H -4.09280 0.48287 2.76450
C 0.95511 2.70501 -2.59524
C -0.19063 2.39416 -1.68590
O -0.70717 1.28229 -1.69092
N -0.69396 3.41123 -0.97476
C -1.98092 3.35654 -0.30147
H 1.58478 3.54516 -2.28493
H 0.57013 2.98884 -3.57676
H 1.64009 1.86730 -2.69338
H -0.23327 4.30417 -0.96475
H -2.76057 3.76547 -0.94986
H -1.97284 3.92606 0.62427
H -2.21779 2.31637 -0.08936
C 3.42052 1.74525 -0.28034
C 2.12598 1.27540 0.34192
O 1.57683 0.23676 -0.04145
N 1.46901 1.96910 1.28698
C 1.72002 3.33510 1.68510
H 3.24338 2.51121 -1.03408
H 3.90538 0.91377 -0.77956
H 3.99689 2.18115 0.53677
H 0.57800 1.52259 1.57031
H 2.59321 3.76228 1.18787
H 1.95630 3.42719 2.74562
H 0.87355 3.95362 1.38253
C 2.23906 -3.24845 1.60684
C 1.10242 -2.26525 1.59245
O 0.31077 -2.23368 0.66163
N 0.98801 -1.32391 2.56356
C 1.26804 -1.58424 3.96322
H 2.91261 -3.11596 2.45157
H 2.83299 -3.12958 0.70052
H 1.84642 -4.26392 1.56279
H 0.32041 -0.58358 2.30966
H 2.30753 -1.66642 4.28329
H 0.64917 -2.39284 4.35551
H 0.93346 -0.66980 4.46245
O 0.72171 -1.57881 -2.24290
C 1.63648 -1.28868 -2.98657
N 1.43485 -0.45162 -4.03386
C 2.98353 -1.95656 -2.88256
H 0.50510 -0.07113 -4.12069
H 2.15105 -0.19355 -4.68556
H 3.15164 -2.08842 -1.81301
H 3.84050 -1.52722 -3.39428
H 2.85031 -2.97820 -3.24897
*
```

**⟨S²⟩**: 0.755
**Orbital gap (alpha / beta)**: 7.89 / 7.25 eV

Results of the Mulliken charge analysis, in e, for atoms 1 through 5:
1. Cu 0.948
2. C -1.359
3. C 0.899
4. C -1.458
5. O -0.483

***

## two
Below is a molecular structure, C17H40CuN4O6, with properties calculated with wB97M-V/def2-TZVPD.

```
! wB97M-V def2-TZVPD RIJCOSX def2/J DEFGRID3
* xyz 0 2
Cu -7.36936 26.07433 18.57425
C -5.06214 23.50633 16.14878
C -6.18979 23.47873 17.17659
C -6.33959 22.07260 17.76290
O -6.12618 24.46908 18.12582
H -5.04900 22.56109 15.58879
H -4.05421 23.54340 16.58525
H -5.13047 24.27255 15.38003
H -7.11343 23.62056 16.57286
H -5.42621 21.75673 18.27468
H -6.50667 21.39550 16.91750
H -7.20823 22.00173 18.41386
C -11.38205 25.19465 17.49326
C -10.53288 25.98021 18.47718
C -11.31212 26.38519 19.72779
O -9.28903 25.38180 18.63491
H -10.93134 24.99820 16.52245
H -12.36935 25.66104 17.39873
H -11.58711 24.18608 17.88232
H -10.30730 26.96170 17.99481
H -11.48489 25.54464 20.40920
H -12.29666 26.75731 19.43132
H -10.79294 27.17419 20.27140
C -9.30976 26.61688 14.60997
C -7.90593 26.65450 15.17719
O -7.70087 26.51653 16.36701
N -6.92776 26.85153 14.25946
C -5.50401 26.73780 14.50555
H -9.60251 25.59615 14.38173
H -9.37697 27.22853 13.70560
H -9.96684 27.10754 15.32475
H -7.17467 26.95248 13.29148
H -5.31467 26.64558 15.56885
H -4.97712 27.62404 14.14030
H -5.11806 25.88323 13.95071
C -9.58672 29.79815 19.78850
C -8.40678 29.28735 19.00608
O -8.27934 28.09831 18.78732
N -7.38372 30.12786 18.70341
C -7.47939 31.58413 18.61907
H -9.43945 29.39242 20.79077
H -10.53721 29.51870 19.34437
H -9.61199 30.88242 19.90947
H -6.60480 29.66624 18.25597
H -7.60595 31.98854 19.62018
H -8.25546 31.92762 17.93462
H -6.53399 31.91014 18.18907
C -7.24693 26.17486 23.15045
C -7.87129 26.00637 21.79298
O -7.20070 26.16932 20.76920
N -9.13713 25.59038 21.65996
C -10.04239 25.19661 22.71059
H -7.09786 25.22010 23.65876
H -7.91633 26.78723 23.76235
H -6.27216 26.64916 23.12158
H -9.32048 25.40867 20.66032
H -10.37581 24.16896 22.56880
H -10.91353 25.85475 22.71739
H -9.53229 25.27642 23.66629
O -5.61375 27.39146 18.37340
C -4.48494 27.23747 17.92047
N -4.01376 25.99457 17.75334
C -3.62304 28.40572 17.55140
H -4.63178 25.18854 17.96243
H -3.08830 25.88910 17.37840
H -2.54249 28.27116 17.58665
H -3.79003 29.17855 18.31102
H -3.91510 28.90703 16.62813
*
```

**⟨S²⟩**: 0.752
**Orbital gap (alpha / beta)**: 7.90 / 7.76 eV

Results of the Mulliken charge analysis, in e, for atoms 1 through 5:
1. Cu 1.793
2. C -1.270
3. C 1.242
4. C -1.635
5. O -0.919

***

Most favorable structure: two. The second most favorable one is 0.528 eV above it.

***

## one
Below is 2 unconnected molecules or ions with the total composition C3H4BrF, with properties calculated with wB97M-V/def2-TZVPD.

```
! wB97M-V def2-TZVPD RIJCOSX def2/J DEFGRID3
* xyz 0 1
C -0.73111 0.55042 0.70803
C -0.00623 1.48923 0.10355
C 2.49307 -0.75340 -1.16854
F -0.64692 2.46242 -0.46502
Br 3.28073 0.17089 0.16162
H -0.17859 -0.22471 1.20088
H -1.77130 0.61382 0.89617
H 1.10161 1.41339 -0.02585
H 1.68334 -1.34580 -0.72826
*
```

**Orbital gap (alpha / beta)**: 7.95 / 7.95 eV

Results of the Mulliken charge analysis, in e, for atoms 1 through 5:
1. C -0.623
2. C 0.418
3. C -0.223
4. F -0.252
5. Br 0.049

***

## two
Below is C3H4BrF in the gas phase, with properties calculated with wB97M-V/def2-TZVPD.

```
! wB97M-V def2-TZVPD RIJCOSX def2/J DEFGRID3
* xyz 0 1
C -0.21959 -0.59676 -0.05524
C -0.95337 0.63881 -0.57636
C 1.14916 -0.45225 0.69730
F -1.96483 1.14896 0.14590
Br 2.72064 -0.05488 -0.18290
H -0.82612 -1.10743 0.58476
H -0.06187 -1.11568 -0.96604
H -0.65959 1.42333 -1.21724
H 0.81557 0.11589 1.56982
*
```

**Orbital gap (alpha / beta)**: 7.73 / 9.08 eV

Results of the Mulliken charge analysis, in e, for atoms 1 through 5:
1. C -0.564
2. C -0.208
3. C -0.362
4. F -0.230
5. Br -0.081

***

Most favorable structure: two. The second most favorable one is 0.849 eV above it.